(1)
The following is a DFT calculation (ωB97M-V with the def2-TZVPD basis set) of a molecular structure, C12H12F6IN3O5S3Sc.

Computed properties:
HOMO, eV: -12.971
Kohn-Sham gap, eV: 9.57
Total charge: +1
Multiplicity: 1
Lowest unoccupied orbital energy, eV: -3.399

XYZ file:
```
43
Properties=species:S:1:pos:R:3:forces:R:3
I -2.83796 2.02092 -0.37642 -0.008 0.030 0.019
Sc -0.30871 0.04398 0.27689 0.015 -0.065 0.093
S -2.39455 -2.60347 1.03376 0.093 -0.028 0.120
S 0.49836 -0.24501 -2.96605 0.017 -0.077 -0.009
S 1.13514 -2.34022 -1.33363 -0.044 0.031 0.042
F 2.92697 -3.99329 -2.21579 0.000 0.008 0.004
F 0.02043 -1.06174 -5.38233 -0.010 -0.003 0.000
F 2.77653 -3.84439 -0.05732 0.006 0.002 -0.005
F -1.40377 -1.74844 -3.89710 0.011 0.017 -0.018
F 3.73465 -2.26256 -1.18971 0.001 -0.018 0.004
F -1.45136 0.31125 -4.57303 0.013 -0.004 0.001
O 1.29776 0.82507 -3.43904 -0.018 0.014 -0.008
O -0.42391 0.06253 -1.84472 -0.002 0.052 -0.066
O -1.66130 -1.24343 0.91748 -0.143 0.057 -0.159
O 0.12202 -3.34406 -1.27477 0.004 -0.013 -0.005
O 1.12790 -1.40849 -0.17053 0.010 -0.032 -0.024
N 0.02617 2.26893 -0.02536 0.072 0.096 -0.020
N 1.29265 -1.56236 -2.67439 0.038 0.019 -0.051
N 1.27304 0.65714 3.17404 -0.014 -0.003 0.010
C 0.36925 4.92789 -0.67049 -0.003 -0.002 0.001
C -1.16659 -3.65448 1.82481 -0.003 0.021 -0.002
C -1.07037 -3.13523 3.25242 -0.004 -0.009 0.004
C 1.24295 2.83063 0.03971 -0.005 0.014 -0.004
C 1.45334 4.15550 -0.28319 0.005 0.006 -0.002
C -3.33103 -2.38636 2.57491 -0.008 -0.011 0.016
C 0.72853 0.44047 2.17769 -0.001 -0.048 0.041
C 2.77765 -3.16956 -1.19827 0.026 0.027 0.003
C -1.00446 3.02696 -0.38885 0.009 -0.039 0.007
C -2.51725 -3.00318 3.72421 0.009 -0.006 -0.003
C -0.89672 4.36068 -0.72031 -0.016 -0.009 -0.004
C -0.66859 -0.72507 -4.31126 -0.031 -0.030 0.027
H -0.55512 -2.17312 3.26900 0.001 0.000 0.002
H -0.50158 -3.82577 3.87327 0.002 0.001 -0.002
H 0.50069 5.97069 -0.92626 0.004 0.001 0.001
H -2.91876 -3.98927 3.95995 -0.005 0.003 0.005
H 2.44870 4.57003 -0.22320 -0.003 0.006 0.000
H -0.26289 -3.60611 1.22121 0.001 -0.007 -0.006
H -1.76644 4.93388 -1.00448 -0.001 0.001 0.001
H 2.05047 2.19260 0.37594 -0.008 -0.007 0.006
H -3.44802 -1.30597 2.65581 -0.005 0.000 -0.005
H -1.57315 -4.66841 1.77313 -0.007 0.000 -0.007
H -2.60286 -2.39032 4.61929 0.002 0.004 -0.003
H -4.31325 -2.83488 2.43560 0.000 -0.001 -0.004
```
Forces are in eV/Å.

(2)
The following is a DFT calculation (ωB97M-V with the def2-TZVPD basis set) of C12H12IN in the gas phase at a distorted geometry.

Computed properties:
HOMO (spin up / spin down), eV: -7.710 / -7.289
Kohn-Sham gap (spin up / spin down), eV: 7.21 / 7.05
Total charge: 0
Multiplicity: 1
Lowest unoccupied orbital energy (spin up / spin down), eV: -0.503 / -0.241

XYZ file:
```
26
Properties=species:S:1:pos:R:3:forces:R:3
I -4.43352 -0.29068 0.24241 0.050 0.329 -0.339
N 3.30985 -2.00022 0.88930 4.923 1.983 0.599
C -1.84301 -1.88385 -1.70147 -1.332 -0.230 0.791
C 1.24748 -1.60891 -0.10942 0.564 -0.629 0.190
C -0.60990 2.70685 -0.92343 0.014 0.295 -1.342
C 2.54569 0.26009 0.85826 0.628 -1.016 -0.678
C 2.36344 -1.07294 0.55959 -0.496 -1.772 -0.980
C 0.19215 -0.78546 -0.48196 -0.075 1.901 1.302
C -2.46070 0.15540 0.85789 -1.619 -2.241 0.297
C -1.96760 1.50917 0.74630 1.661 -0.104 -2.339
C -1.05296 -1.22706 -0.89949 -0.940 -0.362 0.251
C 0.34060 0.61168 -0.12274 1.475 -1.685 -0.965
C 1.55015 1.05872 0.38759 0.059 2.261 1.593
C -0.69085 1.55042 -0.27798 -2.238 2.233 0.905
H -2.62880 2.22222 0.25833 -0.412 -0.347 0.300
H 1.71874 2.10292 0.71709 -0.821 -0.342 -0.782
H -1.65700 -1.96312 -2.75848 0.352 -0.314 -0.323
H 3.47920 0.59004 1.33848 -0.714 0.015 -0.224
H -1.38126 3.46489 -0.81394 -0.003 -0.133 0.015
H 1.25632 -2.71321 -0.29375 -0.250 1.202 0.042
H 3.12247 -2.92076 0.70858 -0.774 -2.485 -0.621
H 0.11202 2.93845 -1.72227 0.013 -0.293 0.711
H 4.33220 -1.79549 0.57820 -2.622 -0.252 0.945
H -2.83215 -2.32941 -1.35295 1.203 0.931 -0.414
H -2.46218 -0.54494 1.71056 1.194 0.938 -0.283
H -1.55039 1.96520 1.60529 0.161 0.117 1.349
```
Forces are in eV/Å.

(3)
The following is a DFT calculation (ωB97M-V with the def2-TZVPD basis set) of a molecular structure, C12H12NOP at a distorted geometry.

Computed properties:
HOMO, eV: -7.942
Kohn-Sham gap, eV: 7.70
Total charge: 0
Multiplicity: 1
Lowest unoccupied orbital energy, eV: -0.242

XYZ file:
```
27
Properties=species:S:1:pos:R:3:forces:R:3
P 0.82668 -3.23152 0.72415 0.469 0.139 -0.182
O -0.71424 1.50934 -1.28249 0.061 0.476 0.065
N -0.69634 -3.33372 1.02037 -0.607 0.039 0.098
C -0.80509 1.48987 0.07260 -0.130 -0.519 0.473
C -0.91408 -0.01068 1.95500 -0.058 0.036 -0.016
C 0.74620 0.04653 -2.50153 -0.185 0.211 0.287
C -0.86977 2.59943 0.89189 0.063 0.070 -0.237
C -0.72925 -0.74620 -0.53186 3.440 -2.317 0.468
C 1.99862 -1.15377 -0.72529 0.209 -0.169 0.095
C 0.90924 -1.72019 -0.23181 -3.395 1.786 -0.598
C -0.96334 1.09922 2.78670 -0.008 -0.012 0.222
C -0.58668 0.15843 -1.75182 0.142 -0.436 -0.691
C -0.94550 2.38233 2.26159 -0.008 -0.013 -0.007
C -0.83771 0.19237 0.59343 -0.113 0.598 -0.043
C 1.94590 0.08691 -1.55378 -0.147 0.079 -0.246
H -1.00786 0.96133 3.85714 -0.040 0.006 0.072
H 0.76239 -0.88086 -3.07675 -0.022 0.000 -0.037
H -0.93668 -1.01494 2.35206 0.009 -0.047 0.033
H 0.79795 0.88988 -3.19033 -0.037 -0.036 -0.093
H -0.84781 3.59484 0.47605 -0.013 0.096 -0.034
H 2.97202 -1.60306 -0.56251 0.130 -0.112 0.122
H -1.45429 -1.54678 -0.58526 -0.103 0.055 -0.027
H 1.85099 0.96033 -0.89868 0.109 0.017 -0.042
H -0.99188 3.23089 2.92822 0.010 0.070 0.043
H -1.40033 -0.01645 -2.46774 0.052 0.060 0.181
H 2.86837 0.19795 -2.12515 -0.012 0.044 0.066
H -0.97750 -4.14149 1.56579 0.183 -0.121 0.025
```
Forces are in eV/Å.

(4)
The following is a DFT calculation (ωB97M-V with the def2-TZVPD basis set) of C12H12NOP in the gas phase at a distorted geometry.

Computed properties:
HOMO (spin up / spin down), eV: -8.178 / -8.178
Kohn-Sham gap (spin up / spin down), eV: 8.01 / 8.00
Total charge: 0
Multiplicity: 1
Lowest unoccupied orbital energy (spin up / spin down), eV: -0.173 / -0.173
SMILES: O=NP(C1=CC=CCC1)c1ccccc1

XYZ file:
```
27
Properties=species:S:1:pos:R:3:forces:R:3
P 0.55626 -0.62995 1.86870 2.367 -1.384 -2.445
O -1.15702 -0.29408 3.68222 -0.234 0.272 0.169
N -0.64482 -1.06692 2.90357 -1.624 -0.481 1.216
C 0.60299 3.51254 -0.24899 -1.783 -2.226 -1.529
C -0.60958 -3.14838 -1.94067 0.396 -0.154 1.367
C 0.47241 0.98012 1.10262 -0.417 -0.277 0.142
C 1.12149 3.30056 0.93106 0.128 -0.517 0.214
C 0.55389 -2.39148 -1.88037 0.217 1.270 -0.768
C -1.36001 -3.20780 -0.78538 -1.126 -2.918 -0.353
C -0.92642 -2.66376 0.38858 -2.055 2.225 0.823
C -0.09276 2.29802 -0.94824 1.159 1.506 1.621
C 0.14607 -1.81687 0.42196 2.005 1.622 -0.454
C 0.95865 -1.65831 -0.78500 -0.900 -0.820 3.415
C 1.24681 1.99829 1.55693 -1.498 -1.105 -2.209
C -0.58573 1.20698 0.04518 1.267 -0.040 -3.123
H 1.57370 4.08862 1.39169 1.356 2.066 1.435
H 0.62179 4.42828 -0.81849 0.127 0.289 0.290
H -0.75961 -3.79476 -2.77324 -0.545 0.032 -0.696
H 1.89841 -1.10111 -0.58427 -0.722 -0.230 -1.136
H -1.77976 -2.54650 1.07903 1.159 -0.496 0.581
H -0.95942 2.71921 -1.37595 -1.002 0.267 -1.101
H -2.26115 -3.87402 -0.61084 0.966 0.913 -1.043
H 0.62234 2.01828 -1.70652 -0.037 -0.752 -0.462
H 2.11262 1.80275 2.11947 0.615 -0.176 1.299
H -1.41319 1.65952 0.49773 -1.643 0.323 0.871
H -0.95432 0.36779 -0.71289 0.943 1.100 2.426
H 1.01636 -2.18702 -2.81788 0.882 -0.308 -0.552
```
Forces are in eV/Å.

(5)
The following is a DFT calculation (ωB97M-V with the def2-TZVPD basis set) of a molecular structure, C12H13AlNO3STm at a distorted geometry.

Computed properties:
HOMO (spin up / spin down), eV: -13.214 / -13.173
Kohn-Sham gap (spin up / spin down), eV: 4.34 / 2.77
Total charge: +2
Multiplicity: 3
Lowest unoccupied orbital energy (spin up / spin down), eV: -8.870 / -10.399
<S²>: 2.0194

XYZ file:
```
32
Properties=species:S:1:pos:R:3:forces:R:3
Tm 2.59128 -1.14712 2.86416 0.016 -0.920 0.675
S 3.02751 4.23316 -2.23592 0.200 0.250 -0.369
Al 1.73940 1.16513 -0.21526 0.014 0.558 -0.250
O 2.82683 -4.46076 0.53128 -0.075 0.147 0.109
O -0.46672 -1.10398 -0.70749 -0.064 -0.442 0.121
O 3.75386 -2.43133 0.34164 0.093 0.018 0.369
N 2.13860 2.95225 0.03712 -0.305 -1.046 0.643
C -0.04510 0.71945 0.75874 0.067 -0.024 0.134
C -2.74654 1.50709 -0.53889 0.312 -0.325 0.063
C 3.21005 -0.05266 0.58157 -1.001 -0.581 0.303
C 3.34066 -3.66354 -0.17744 -0.111 -0.550 0.348
C -4.06384 1.80852 -0.61392 -0.062 0.090 0.010
C 2.53647 3.50128 -0.95122 0.092 0.550 -0.224
C -0.88458 -0.14712 -0.10052 0.302 0.145 0.054
C 2.72708 -1.47005 0.28926 0.434 1.124 -0.436
C -2.33773 0.18112 -0.16509 -0.056 0.336 -0.289
C -3.29271 -0.81974 0.12626 0.176 0.060 -0.020
C -5.00578 0.80980 -0.30951 -0.198 -0.113 0.010
C -4.60994 -0.50986 0.05319 -0.094 0.014 0.022
H -0.51299 1.67633 0.98165 -0.086 0.119 0.156
H -1.99180 2.23927 -0.77421 0.123 0.144 -0.031
H 1.90230 -1.75400 0.99458 -0.568 -0.430 -0.729
H 1.62772 0.72530 -1.72658 -0.032 -0.147 0.048
H -5.34774 -1.26494 0.26565 -0.243 -0.005 -0.002
H 3.32289 0.14225 1.65869 1.095 1.211 -0.552
H -2.96070 -1.80963 0.38688 0.081 -0.178 0.004
H -6.05710 1.04753 -0.35609 -0.160 0.005 -0.004
H -4.38154 2.79772 -0.89228 -0.156 0.144 -0.077
H 3.54318 -3.80370 -1.24022 0.156 0.165 -0.126
H 4.15336 0.16817 0.09923 0.205 0.051 0.001
H 2.24397 -1.42464 -0.68748 -0.247 -0.348 -0.077
H 0.01964 0.18867 1.72222 0.091 -0.022 0.113
```
Forces are in eV/Å.

(6)
The following is a DFT calculation (ωB97M-V with the def2-TZVPD basis set) of a molecular structure, C12H13AsF6NO6RuS4.

Computed properties:
HOMO (spin up / spin down), eV: -8.116 / -8.054
Kohn-Sham gap (spin up / spin down), eV: 7.43 / 6.73
Total charge: 0
Multiplicity: 2
Lowest unoccupied orbital energy (spin up / spin down), eV: -0.684 / -1.324
<S²>: 0.7578

XYZ file:
```
44
Properties=species:S:1:pos:R:3:forces:R:3
Ru -0.16521 0.31282 0.63744 0.248 0.533 0.051
As -1.52401 -2.36711 2.47003 -0.076 -0.247 -0.196
S -1.67026 -0.23830 2.33728 0.159 -0.036 -0.137
S 2.63143 1.60135 -0.68364 0.190 0.144 0.158
S -0.49088 -1.42007 -0.79266 0.136 -0.070 0.029
S 2.69406 0.68344 1.97431 0.065 0.291 -0.034
F 1.95148 3.73688 -2.00516 -0.019 -0.051 0.065
F 1.37073 1.43228 4.10661 -0.015 0.008 -0.038
F 3.20830 4.12132 -0.28491 0.012 0.037 -0.007
F 1.11641 3.62999 -0.00735 0.061 -0.002 0.017
F 0.54874 2.16011 2.23670 -0.061 0.116 -0.023
F 2.34365 3.06287 3.06774 -0.092 -0.028 -0.034
O 3.59170 1.40180 -1.70729 0.008 -0.052 -0.009
O -1.43372 1.47329 -0.17932 0.239 0.060 0.384
O 3.69329 0.22594 2.87174 0.018 0.015 -0.059
O 1.35797 0.90660 -0.81684 -0.296 -0.073 -0.075
O 1.65280 -0.29290 1.62591 -0.295 -0.506 -0.053
O -1.31735 2.42107 -2.18866 -0.160 0.010 0.019
N 3.27454 1.45148 0.75726 -0.156 0.002 0.123
C -1.62415 1.48740 -1.49648 -0.073 -0.268 -0.298
C -2.67612 -2.09677 -2.23901 0.031 0.041 0.012
C -2.52878 -3.32183 1.12910 -0.058 -0.056 0.108
C 2.19517 3.39965 -0.75005 -0.001 -0.018 -0.024
C -2.34880 0.27586 -2.01316 0.100 0.001 -0.022
C -3.45918 0.49291 -2.81675 -0.014 -0.075 -0.098
C -3.78311 -1.86856 -3.03969 -0.029 -0.040 -0.017
C -1.94810 -1.03152 -1.71030 -0.141 0.106 0.049
C 1.69323 1.92290 2.91914 0.264 -0.052 0.071
C -4.18490 -0.57286 -3.32509 -0.006 0.046 0.008
C 0.26600 -3.06893 2.49524 0.008 0.045 -0.037
C -2.32448 -2.85673 4.15352 0.004 0.080 -0.038
H -3.73983 1.51232 -3.04545 0.008 0.017 -0.007
H 0.20847 -4.12174 2.77262 0.013 0.014 -0.018
H -3.32870 -2.43747 4.19286 0.016 -0.021 -0.006
H -3.41006 -2.73175 0.88195 0.025 -0.003 0.002
H 0.71518 -2.96089 1.50834 -0.075 0.009 0.059
H 0.85477 -2.51537 3.22414 -0.027 -0.002 -0.010
H -4.33439 -2.70905 -3.44133 0.000 -0.009 0.000
H -1.91529 -3.44127 0.23839 -0.026 0.027 0.165
H -2.35899 -3.11035 -2.02546 -0.005 -0.008 -0.041
H -5.05361 -0.39286 -3.94352 -0.004 0.001 -0.009
H -2.82525 -4.28706 1.53920 -0.009 -0.013 0.004
H -2.37209 -3.94213 4.23209 0.015 0.018 -0.016
H -1.73330 -2.44839 4.97025 0.018 0.012 -0.022
```
Forces are in eV/Å.